# C5H12N2

C5H12N2 in the gas phase in a non-equilibrium geometry (ωB97M-V/def2-TZVPD, OMol25).

Each line ends with the natural charge from an NBO analysis.
CARTESIAN COORDINATES (ANGSTROEM)
C -1.0470 -0.0796 -2.5304  -0.07
N -1.0415 0.7747 -1.6025  -0.39
C 0.2481 1.2458 -1.1168  -0.26
C 0.9503 0.2682 -0.1581  -0.42
C -0.0281 -0.2694 0.9058  -0.05
C 0.3956 -1.5408 1.6161  -0.62
N -0.2525 0.7893 1.9082  -0.85
H -0.1260 -0.4008 -3.0292  0.14
H -2.0196 -0.4757 -2.8112  0.18
H 0.0858 2.2279 -0.6528  0.19
H 0.8905 1.5009 -1.9648  0.18
H 1.6939 0.8135 0.4188  0.23
H 1.1826 -0.5826 -0.7970  0.20
H -0.9454 -0.5540 0.3747  0.17
H -0.3585 -2.0446 2.2221  0.21
H 1.2720 -1.3919 2.2490  0.21
H 0.5807 -2.2860 0.8299  0.21
H -0.8087 0.4199 2.6692  0.36
H -0.6723 1.5851 1.4688  0.36

Computed properties:
Calculated total energy ... -307.17827 Eh
E_LUMO ... 0.04058 Eh
ΔE to the lowest compared entry with this formula, charge and spin ... 134.1 kJ/mol
SMILES string ... C=NCC[C@@H](C)N
Orbital gap ... 10.134 eV
HOMO energy ... -9.03 eV